C30H80N6O11 | ωB97M-V/def2-TZVPD

CARTESIAN COORDINATES (ANGSTROEM)
N 0.90330 -1.24674 -0.74753
H 1.85835 -1.11653 -0.36990
H 0.52401 -0.26319 -0.69990
H 0.44786 -1.75796 -0.10447
H 0.91509 -1.56344 -1.62910
O 1.63987 0.46392 -2.94162
H 2.47841 0.47716 -3.08455
C -2.21666 4.05522 0.08334
O -1.79479 3.36971 -1.06055
C -0.64353 2.68500 -0.98226
C 0.61396 3.46695 -1.28500
N 1.77874 2.45251 -1.21487
C 3.12116 3.01881 -1.42254
C 3.39650 3.55106 -2.89544
O 4.78244 3.74461 -3.11378
C 4.88977 4.37304 -4.31736
H -3.23084 4.64573 -0.20257
H -1.55706 4.55737 0.45594
H -2.46939 3.42056 0.92605
H -0.56405 1.81323 -1.56278
H -0.35107 2.27828 -0.03172
H 0.90534 4.14391 -0.52579
H 0.72248 4.04204 -2.19595
H 1.39310 1.75452 -1.90051
H 3.59934 2.04420 -1.18419
H 3.51863 3.86296 -0.68654
H 2.79692 4.41327 -3.11618
H 3.05122 2.80951 -3.51925
H 4.81114 3.77390 -5.20990
H 5.88168 4.91894 -4.44457
H 4.24813 5.06156 -4.71291
C 1.11337 -2.84657 2.60593
O 2.04976 -2.61056 1.53091
C 3.32181 -3.13928 1.91381
C 4.18309 -3.24894 0.61276
N 4.26831 -2.05297 -0.10594
C 5.20105 -2.00085 -1.17203
C 5.17893 -0.69551 -2.00181
O 6.35402 -0.65271 -2.79884
C 6.50248 0.40989 -3.64875
H 0.04848 -2.76613 2.26985
H 1.40017 -2.14121 3.52635
H 1.20694 -3.84663 3.01632
H 3.35566 -4.15532 2.22739
H 3.63627 -2.67880 2.81184
H 3.66837 -3.90170 -0.18431
H 5.25453 -3.62792 0.89677
H 4.35336 -1.29144 0.48026
H 5.35958 -2.79235 -1.85493
H 6.19785 -2.12766 -0.61416
H 5.01287 0.20019 -1.39465
H 4.22019 -0.73920 -2.60592
H 6.66550 1.29166 -3.20737
H 5.53402 0.39579 -4.27669
H 7.55609 0.32729 -4.10385
C 1.54501 1.02666 2.13081
O 0.20856 0.47749 2.27550
C -0.64570 1.19084 3.13500
C -0.02231 1.08144 4.55422
N -0.91452 1.79582 5.47732
C -0.38984 1.97561 6.77818
C -1.44165 2.69043 7.56189
O -1.07247 2.74363 9.00998
C -2.17993 3.45066 9.72174
H 2.37264 0.38761 1.83110
H 1.94129 1.50803 3.05055
H 1.25733 1.94201 1.32896
H -1.69712 0.76803 2.97423
H -0.59991 2.18522 2.80916
H 0.90121 1.44270 4.57828
H 0.10236 0.05796 4.55654
H -1.93818 1.27390 5.38135
H 0.52034 2.66986 7.16539
H -0.25020 1.12360 7.27241
H -2.44360 2.22382 7.34775
H -1.82779 3.61023 7.04943
H -2.41465 4.38326 9.25571
H -1.56310 3.47371 10.62931
H -2.86511 2.81373 10.05723
C 3.36020 -3.21181 -5.70570
O 2.27359 -3.82701 -4.93093
C 1.43843 -2.99685 -4.18541
C 0.38887 -2.28076 -4.92637
N -0.34670 -1.31623 -4.06055
C -1.47007 -0.77544 -4.85799
C -2.26306 0.16764 -3.94707
O -3.25148 0.58577 -4.86436
C -3.73597 1.86293 -4.35244
H 2.88529 -2.36329 -6.48829
H 3.95251 -4.15141 -6.15006
H 4.07617 -2.71854 -5.01613
H 2.03592 -2.25218 -3.55683
H 0.98418 -3.57837 -3.45736
H -0.43334 -3.01895 -5.35976
H 0.74691 -1.64567 -5.87095
H 0.41198 -0.71719 -3.76006
H -1.96534 -1.63714 -5.10284
H -1.08766 -0.29352 -5.61957
H -1.68673 0.95225 -3.64327
H -2.65394 -0.30814 -3.07341
H -4.78370 2.25725 -4.85543
H -3.09244 2.60623 -4.41574
H -3.91698 1.92297 -3.28885
C -2.13826 -3.10751 -1.37901
O -1.73373 -2.33123 -0.18459
C -2.81643 -1.66021 0.53716
C -4.01718 -2.42513 0.85375
N -4.91432 -1.70615 1.73883
C -5.96565 -2.60895 2.12702
C -7.08752 -1.79872 2.80802
O -7.99635 -2.66700 3.32295
C -9.11782 -2.08988 4.00911
H -2.83992 -3.97875 -1.20601
H -1.22518 -3.54830 -1.63348
H -2.70887 -2.25535 -2.06896
H -2.93238 -0.74676 0.07916
H -2.17890 -1.52625 1.51606
H -3.67059 -3.21854 1.58936
H -4.46395 -2.86483 0.01671
H -5.47017 -1.00674 1.18918
H -5.76600 -3.41432 2.71392
H -6.22139 -3.00731 1.14805
H -7.60003 -1.10161 2.17783
H -6.60261 -1.21084 3.49886
H -9.70584 -2.95781 4.38318
H -9.78291 -1.57158 3.40213
H -8.58601 -1.31418 4.69152

## Properties
gap between HOMO and LUMO	7.687	eV
energy above the lowest of the compared OMol25 structures with the same formula, charge and spin	0.000	eV
LUMO energy	0.01264	Ha
calculated total energy	-2346.3748	Eh